Entry 1:
The following is a DFT calculation (ωB97M-V/def2-TZVPD) of C4H9N in the gas phase in a non-equilibrium geometry.

```
14
Properties=species:S:1:pos:R:3:forces:R:3:nbo_charge:R:1
C -0.55459 -1.69158 0.56301 -0.853 -0.302 -1.043 -0.626
C -0.24113 -0.56650 -0.44554 0.406 -0.517 -0.820 -0.465
C 0.30946 0.80890 -0.06093 -1.776 -0.693 0.073 0.191
C 1.21613 0.95239 0.89709 -0.341 0.810 -0.771 -0.436
N -0.24536 1.84928 -0.88622 2.036 0.605 -0.122 -0.900
H 0.09334 -2.55986 0.45763 0.846 0.452 0.589 0.214
H -0.56023 -1.19381 1.52619 -0.215 -0.799 0.525 0.216
H -1.50592 -2.25254 0.29888 0.489 1.394 0.603 0.215
H 0.55109 -0.90833 -1.11906 -0.056 -0.296 -0.180 0.211
H -1.07697 -0.40969 -1.11335 -0.373 0.123 0.059 0.206
H 1.36480 0.10257 1.53867 0.663 -0.090 0.116 0.201
H 1.77574 1.88660 0.96351 -0.327 -0.260 0.539 0.215
H -1.19323 2.15353 -0.76885 -0.136 -0.405 0.178 0.385
H 0.06687 1.82901 -1.85104 -0.363 -0.021 0.254 0.373
```
Forces are in eV/Å.

Properties
Molecular weight = 71.12 g mol⁻¹
HOMO level = -0.33336 hartree
SMILES string = C=C(N)CC
LUMO level = 1.09 eV
Relative energy (zero: lowest compared OMol25 entry of this formula, charge and spin) = 28.4 kcal/mol
E_tot = -212.50591 a.u.



Entry 2:
The following is a DFT calculation (ωB97M-V/def2-TZVPD) of a molecular structure, C40H32HfN12O2.

```
87
Properties=species:S:1:pos:R:3:forces:R:3:mulliken_charge:R:1
Hf -0.28825 0.04995 1.31245 0.236 0.674 0.416 0.789
C 2.83629 2.63838 5.03102 0.006 0.014 0.033 -0.667
C 3.66680 1.77704 4.32560 0.012 -0.014 -0.013 -0.897
C 3.27691 1.26733 3.09920 -0.102 0.065 0.101 -0.247
C 2.04569 1.63501 2.54637 0.077 -0.013 0.080 0.234
C 1.21642 2.49831 3.25542 0.065 0.012 0.019 -0.096
C 1.61119 2.99027 4.49419 -0.043 0.011 -0.026 -0.991
N 1.57728 1.03917 1.33466 -0.297 -0.363 -0.455 1.141
C 2.52203 0.65519 0.37658 0.127 -0.049 -0.074 0.268
C 3.68458 1.37736 0.08364 0.052 -0.005 -0.062 -0.586
C 4.57512 0.90779 -0.86434 -0.052 0.085 0.094 -0.813
C 4.36360 -0.29363 -1.55177 -0.124 -0.131 -0.025 -0.927
C 3.22288 -1.02212 -1.30071 0.216 0.336 -0.191 -0.385
C 2.30769 -0.52383 -0.36895 -0.243 -0.575 0.225 0.503
N 1.13473 -1.21299 -0.02234 0.240 0.239 0.194 2.188
N 0.87683 -2.33699 -0.49300 -0.129 0.053 0.018 -1.680
C -0.33643 -2.86734 0.02069 0.235 -0.026 -0.140 -0.099
C -0.67177 -4.15830 -0.33835 -0.088 0.061 0.078 -0.446
C -1.82831 -4.70585 0.20149 0.027 -0.004 -0.026 -0.441
C -2.59087 -3.94583 1.07313 -0.013 0.041 0.032 -1.042
C -2.18735 -2.65435 1.37226 0.006 -0.023 -0.061 -0.245
N -1.07966 -2.11066 0.84724 -0.063 0.009 0.118 0.313
H 3.14665 3.03233 5.98836 0.005 0.005 0.012 0.446
H 4.62668 1.49397 4.73656 0.011 -0.002 0.007 0.429
H 3.93381 0.58286 2.57990 -0.004 -0.005 -0.045 0.521
H 0.26482 2.80573 2.84598 0.023 -0.007 -0.024 0.342
H 0.95556 3.66389 5.02920 -0.001 0.007 0.018 0.483
H 3.89190 2.29774 0.61177 -0.021 0.008 0.018 0.630
H 5.46527 1.48692 -1.07200 0.011 -0.001 -0.009 0.491
H 5.09134 -0.64038 -2.27112 0.000 -0.013 -0.008 0.483
H 3.01234 -1.94952 -1.81425 -0.008 -0.018 0.008 0.563
H -0.03016 -4.70740 -1.01128 0.025 0.012 -0.012 0.583
H -2.12404 -5.71448 -0.05318 -0.005 -0.003 0.004 0.454
H -3.49352 -4.33456 1.52198 -0.004 -0.006 -0.004 0.534
H -2.77498 -2.03153 2.03838 -0.009 -0.020 0.008 0.320
O -3.94514 0.11619 2.90094 -0.040 0.104 0.024 -0.550
C -2.87951 0.62666 2.68591 -0.068 0.083 0.004 -0.322
N -1.61646 0.12005 3.00591 -0.093 -0.516 -0.236 0.147
C -1.49381 -0.74205 4.09234 -0.050 -0.070 0.099 -0.253
O -2.33261 -0.98627 4.91515 0.082 0.017 0.047 -0.579
C -0.11529 -1.34260 4.16107 -0.049 -0.073 0.049 0.668
C 0.31258 -2.00397 5.29474 0.008 0.015 -0.073 -0.713
C 1.59067 -2.54240 5.29844 -0.009 0.011 -0.018 -0.569
C 2.38401 -2.40067 4.16917 -0.026 0.017 -0.017 -0.906
C 1.87842 -1.72421 3.07488 0.009 -0.053 0.042 -0.119
N 0.64482 -1.20481 3.06463 0.014 0.118 -0.167 0.343
C -2.72734 1.91078 1.91167 0.104 -0.011 0.029 0.519
C -3.72947 2.85089 1.79482 0.029 0.017 -0.017 -0.829
C -3.43946 4.02591 1.11482 -0.038 -0.003 0.014 -0.603
C -2.17644 4.20415 0.56725 0.072 -0.055 0.003 -1.152
C -1.24130 3.19149 0.69491 -0.137 0.061 0.011 -0.011
N -1.51167 2.06593 1.36331 -0.040 -0.065 -0.244 0.578
H -0.35794 -2.08013 6.13895 -0.009 0.004 0.001 0.613
H 1.96312 -3.06352 6.16966 0.008 -0.006 0.008 0.476
H 3.38616 -2.80220 4.13184 0.012 -0.006 0.003 0.523
H 2.47612 -1.58570 2.18328 0.001 0.000 0.006 0.349
H -4.69454 2.66276 2.24378 0.002 -0.022 0.014 0.605
H -4.18746 4.80165 1.02119 -0.008 0.000 0.004 0.481
H -1.91508 5.11773 0.05284 0.008 0.000 -0.008 0.523
H -0.24389 3.28017 0.28259 0.005 0.017 -0.010 0.509
C 0.44925 1.61186 -2.12165 -0.007 0.033 0.007 -1.141
C -0.87256 0.96801 -1.89048 0.144 -0.141 -0.047 1.037
N -1.22048 0.26064 -0.81590 0.020 0.136 0.161 0.355
C -2.52511 -0.16489 -1.03185 -0.087 0.043 -0.035 -0.686
C -2.94616 0.28206 -2.23489 0.010 -0.029 0.012 -1.054
N -1.89025 0.98773 -2.76943 -0.006 -0.015 0.056 0.227
C -1.90611 1.53734 -4.13332 0.001 0.104 0.030 -1.488
N -2.01321 0.50934 -5.10537 0.126 -0.031 -0.086 0.716
N -3.24399 -0.01417 -5.37768 -0.087 0.086 0.074 -0.512
N -3.11422 -1.02265 -6.13155 -0.121 -0.139 -0.021 -0.533
C -1.77162 -1.22974 -6.37922 0.174 0.119 0.008 0.152
C -1.13062 -2.20082 -7.15323 -0.020 0.048 0.014 -0.692
C 0.24149 -2.14063 -7.21441 0.023 -0.008 -0.002 -0.533
C 0.96677 -1.14244 -6.53261 0.037 -0.020 -0.018 -0.740
C 0.34906 -0.17606 -5.77037 -0.009 0.008 0.024 -0.672
C -1.04367 -0.24486 -5.71073 -0.084 -0.109 0.003 1.435
H 0.93247 1.83560 -1.17304 -0.016 0.000 -0.013 -0.318
H 0.34621 2.54836 -2.66738 0.003 0.002 -0.004 0.718
H 1.11247 0.95220 -2.68505 -0.001 0.007 -0.024 0.108
H -3.07403 -0.74915 -0.31383 -0.006 -0.001 0.009 0.579
H -3.86650 0.15305 -2.77824 -0.023 -0.025 0.013 0.598
H -0.99296 2.10397 -4.29462 -0.031 0.013 0.005 0.621
H -2.76799 2.19635 -4.22158 0.016 -0.024 -0.029 0.255
H -1.69890 -2.95181 -7.68298 -0.010 -0.011 -0.007 0.453
H 0.78605 -2.86301 -7.80606 -0.010 -0.012 -0.007 0.401
H 2.04449 -1.13082 -6.62685 0.006 0.008 0.001 0.409
H 0.92058 0.59923 -5.27659 0.001 0.018 0.004 0.423
```
Forces are in eV/Å.

Properties
Molecular weight = 891.27 g mol⁻¹
HOMO level = -0.48039 hartree
LUMO level = -7.10 eV
Charge = +2
Relative energy (zero: lowest compared OMol25 entry of this formula, charge and spin) = 0.0 kcal/mol
E_tot = -2398.78918 a.u.